DFT (ωB97M-V/def2-TZVPD) results for a gas-phase ion, CH6N (charge +1) in a non-equilibrium geometry.

XYZ file:
```
8
Properties=species:S:1:pos:R:3:forces:R:3:nbo_charge:R:1
C -0.155707 -0.372107 0.638204 0.716 -0.361 3.860 -0.511
N 0.125368 0.338290 -0.640911 1.806 -1.611 1.283 -0.671
H -0.644515 0.382527 1.313323 -1.557 -1.455 -1.125 0.263
H -0.414218 -1.415479 0.386245 -1.004 0.874 0.671 0.262
H 0.600687 -0.503009 1.527618 0.452 0.224 -2.773 0.282
H 1.153475 0.256925 -0.772914 -0.853 0.419 -0.909 0.465
H -0.175697 1.262446 -0.456965 -0.048 1.539 -0.617 0.449
H -0.463068 -0.118801 -1.340149 0.489 0.371 -0.390 0.461
```
Forces are in eV/Å.

As for the charge: +1. Its energy relative to the best compared isomer or geometry (same formula, charge and spin) is 121.85 kJ/mol. The calculation puts the HOMO energy at -17.7 eV. As for the LUMO energy: -4.3 eV. The calculation puts the HOMO-LUMO gap at 13.41 eV. As for the energy: -2616.162 eV.

***

DFT (ωB97M-V/def2-TZVPD) results for 3 unconnected molecules or ions with the total composition CH6N2 in a non-equilibrium geometry.

XYZ file:
```
9
Properties=species:S:1:pos:R:3:forces:R:3:nbo_charge:R:1
C -0.848200 -0.202631 -0.453169 3.082 -3.006 -2.001 -0.139
N 0.254422 -0.833262 -0.087508 -1.292 0.616 -2.450 -0.294
N 1.422424 -0.106679 -0.307309 -0.140 0.107 0.439 -0.661
H -0.671975 0.019705 1.105001 -2.444 4.077 1.587 0.126
H 2.171347 -0.513347 0.236946 -0.092 0.033 0.050 0.365
H 1.346744 0.893333 -0.097458 -0.121 -0.225 -0.061 0.343
H -0.836670 0.720096 -1.039634 0.031 0.201 0.568 0.178
H -1.723005 -0.824940 -0.572979 -0.269 0.119 0.686 0.210
H -1.115086 0.847725 1.216111 1.244 -1.922 1.181 -0.127
```
Forces are in eV/Å.

As for the charge: 0. Its energy relative to the best compared isomer or geometry (same formula, charge and spin) is 421.93 kJ/mol. The calculation puts the HOMO energy at -8.3 eV. As for the LUMO energy: 1.0 eV. The calculation puts the HOMO-LUMO gap at 9.24 eV. As for the energy: -4109.961 eV.

***

DFT (ωB97M-V/def2-TZVPD) results for a molecular structure, CH6N2 in a non-equilibrium geometry.

XYZ file:
```
9
Properties=species:S:1:pos:R:3:forces:R:3:nbo_charge:R:1
C -0.246557 1.194064 -0.256131 -0.375 -0.029 -0.161 -0.198
N 0.369266 0.704219 0.730960 0.619 0.311 0.086 -0.207
N -0.156845 -0.305318 1.435245 -0.484 -0.488 0.233 -0.631
H 0.750934 -1.010653 -1.648093 -0.104 -1.151 -0.281 0.003
H 0.534107 -0.842687 1.934628 -0.110 0.064 -0.121 0.374
H -0.920155 -0.839150 1.020727 0.257 0.072 -0.003 0.340
H -1.196193 0.808961 -0.636303 -0.040 -0.058 0.102 0.142
H 0.185254 2.052213 -0.738532 0.131 0.152 -0.141 0.186
H 0.680189 -1.761649 -1.842501 0.107 1.126 0.285 -0.008
```
Forces are in eV/Å.

As for the charge: 0. Its energy relative to the best compared isomer or geometry (same formula, charge and spin) is 206.67 kJ/mol. The calculation puts the HOMO energy at -9.0 eV. As for the LUMO energy: 1.4 eV. The calculation puts the HOMO-LUMO gap at 10.39 eV. As for the energy: -4112.192 eV.

***

DFT (ωB97M-V/def2-TZVPD) results for 2 unconnected molecules or ions with the total composition CH6N2O in a non-equilibrium geometry.

XYZ file:
```
10
Properties=species:S:1:pos:R:3:forces:R:3:nbo_charge:R:1
H -0.596916 1.753447 1.024017 0.516 0.226 0.632 0.360
N -0.265560 0.911829 0.593823 -1.051 -0.313 -0.818 -0.788
C 0.828402 0.381822 0.938782 -0.043 0.651 0.436 0.300
N 1.244124 -0.755665 0.344471 0.414 -0.513 -0.091 -0.807
H 1.454221 0.796660 1.734500 0.224 -0.247 -0.127 0.152
H 0.730558 -1.067966 -0.459381 -0.290 0.020 -0.184 0.412
H 2.171222 -1.127641 0.434523 0.025 0.245 0.269 0.392
O -1.612212 -0.487905 -1.546256 -0.192 -0.127 0.158 -0.982
H -1.537208 -0.046774 -0.676994 0.352 0.076 -0.307 0.498
H -1.982144 0.176141 -2.134840 0.044 -0.018 0.032 0.464
```
Forces are in eV/Å.

As for the charge: 0. Its energy relative to the best compared isomer or geometry (same formula, charge and spin) is 46.19 kJ/mol. The calculation puts the HOMO energy at -9.5 eV. As for the LUMO energy: 1.0 eV. The calculation puts the HOMO-LUMO gap at 10.50 eV. As for the energy: -6162.017 eV.

***

DFT (ωB97M-V/def2-TZVPD) results for 2 unconnected molecules or ions with the total composition CH6N2O.

XYZ file:
```
10
Properties=species:S:1:pos:R:3:forces:R:3:nbo_charge:R:1
H 0.062744 2.264365 1.899158 0.236 0.002 -0.034 0.336
N 0.157196 1.592665 1.143083 -0.279 0.216 0.013 -0.720
C 0.001762 0.418215 1.592958 0.109 -0.026 -0.312 0.278
N -0.093066 -0.687566 0.798632 0.141 -0.656 0.335 -0.817
H -0.083384 0.161278 2.651415 -0.117 0.073 0.066 0.136
H 0.098328 -1.557048 1.264125 -0.088 -0.087 -0.077 0.374
H 0.114705 -0.687993 -0.187413 -0.026 0.530 -0.089 0.410
O -0.259091 -0.386015 -2.751814 -0.208 0.108 0.575 -0.950
H 0.384795 0.126047 -3.247495 0.003 -0.263 -0.179 0.479
H -0.383989 -1.243948 -3.162650 0.228 0.103 -0.299 0.473
```
Forces are in eV/Å.

As for the charge: 0. Its energy relative to the best compared isomer or geometry (same formula, charge and spin) is 65.91 kJ/mol. The calculation puts the HOMO energy at -9.1 eV. As for the LUMO energy: 0.9 eV. The calculation puts the HOMO-LUMO gap at 9.94 eV. As for the energy: -6161.813 eV.

***

DFT (ωB97M-V/def2-TZVPD) results for 2 unconnected molecules or ions with the total composition CH6N2O2.

XYZ file:
```
11
Properties=species:S:1:pos:R:3:forces:R:3:nbo_charge:R:1
N -1.088216 0.971744 0.323993 -0.259 0.603 -0.042 -0.876
C -1.727195 -0.077319 -0.281908 0.482 0.034 -0.031 0.879
O -2.749922 0.004694 -0.896500 -0.364 -0.006 -0.116 -0.616
O -1.089847 -1.265125 -0.129804 -0.019 -0.146 0.084 -0.690
H -1.413880 1.882209 0.025564 0.002 -0.267 0.152 0.399
H -0.108044 0.908303 0.546665 0.145 -0.145 -0.080 0.408
H -0.287369 -1.132802 0.390521 0.026 0.006 -0.007 0.482
N 1.869763 -0.199520 0.119645 0.227 0.059 0.047 -1.101
H 2.672339 0.429588 0.112600 -0.250 -0.060 0.081 0.374
H 1.750428 -0.499947 -0.839730 -0.066 -0.021 -0.159 0.373
H 2.171943 -1.021829 0.628958 0.076 -0.057 0.070 0.367
```
Forces are in eV/Å.

As for the charge: 0. Its energy relative to the best compared isomer or geometry (same formula, charge and spin) is 33.31 kJ/mol. The calculation puts the HOMO energy at -10.2 eV. As for the LUMO energy: 0.4 eV. The calculation puts the HOMO-LUMO gap at 10.62 eV. As for the energy: -8210.530 eV.

***

DFT (ωB97M-V/def2-TZVPD) results for 2 unconnected molecules or ions with the total composition CH6N2O2 in a non-equilibrium geometry.

XYZ file:
```
11
Properties=species:S:1:pos:R:3:forces:R:3:nbo_charge:R:1
N -1.579115 -0.417597 0.135174 2.137 0.637 -2.410 -0.822
C -0.401588 -0.016175 0.630168 2.030 2.629 1.769 0.785
N 0.059636 -0.367939 1.979052 -1.715 -0.279 -3.941 -0.854
O 0.227753 0.847144 -0.001588 -0.157 -1.345 0.721 -0.688
H -1.613998 -0.335934 -0.868012 -0.168 0.249 0.075 0.405
H -2.303834 -0.864503 0.527192 -2.513 -2.058 2.135 0.387
H -0.645409 -0.948725 2.419189 0.479 0.640 0.861 0.379
H 0.449293 0.493229 2.327158 -0.142 -0.309 0.864 0.413
O 1.633777 0.018571 -2.303375 1.967 1.953 1.969 -0.974
H 1.010812 -0.404586 -2.833203 -1.913 -0.591 -1.043 0.460
H 1.256783 0.730605 -1.713205 -0.006 -1.523 -0.999 0.508
```
Forces are in eV/Å.

As for the charge: 0. Its energy relative to the best compared isomer or geometry (same formula, charge and spin) is 117.85 kJ/mol. The calculation puts the HOMO energy at -10.2 eV. As for the LUMO energy: 0.5 eV. The calculation puts the HOMO-LUMO gap at 10.79 eV. As for the energy: -8209.654 eV.

***

DFT (ωB97M-V/def2-TZVPD) results for a molecular structure, CH6N2O2 in a non-equilibrium geometry.

XYZ file:
```
11
Properties=species:S:1:pos:R:3:forces:R:3:nbo_charge:R:1
N 1.367287 0.319587 0.375576 0.337 0.809 0.726 -0.579
O 0.891134 -0.294885 1.583453 -0.278 -0.077 -0.230 -0.587
H 0.692290 0.279021 2.343339 0.652 0.561 -0.944 0.476
H 1.849341 -0.425456 -0.136840 -0.252 1.139 0.252 0.407
H 1.079974 1.286667 -0.000670 0.788 -2.756 1.536 0.404
N -1.500003 -0.347434 -0.209044 1.288 0.190 0.042 -0.857
C -0.344985 -0.182543 -0.946366 -2.712 3.656 -3.008 0.582
O 0.001055 -0.972247 -1.799759 0.913 -0.045 1.036 -0.648
H -1.934959 -1.257023 -0.286275 -0.103 0.335 0.305 0.405
H -1.921036 0.464022 0.222454 -0.011 -0.588 -0.028 0.395
H -0.180097 1.130291 -1.145869 -0.623 -3.224 0.313 0.002
```
Forces are in eV/Å.

As for the charge: 0. Its energy relative to the best compared isomer or geometry (same formula, charge and spin) is 532.90 kJ/mol. The calculation puts the HOMO energy at -8.5 eV. As for the LUMO energy: 0.7 eV. The calculation puts the HOMO-LUMO gap at 9.18 eV. As for the energy: -8205.352 eV.

***

DFT (ωB97M-V/def2-TZVPD) results for a molecular structure, CH6N2O2 in a non-equilibrium geometry.

XYZ file:
```
11
Properties=species:S:1:pos:R:3:forces:R:3:nbo_charge:R:1
C -0.021959 0.186227 0.125136 0.261 6.560 -4.850 0.568
N -0.284303 1.091438 1.196568 -0.315 -1.098 1.584 -0.879
N 1.345227 0.188129 -0.181151 -1.502 -0.926 0.962 -0.786
O -0.833312 0.194242 -0.874478 1.172 1.429 2.579 -0.495
O -0.716162 -1.947098 -0.830985 2.702 -3.176 3.295 -1.011
H -1.329914 -1.902204 -1.596055 -0.321 1.246 1.852 0.510
H -0.454474 -1.324482 0.289113 -2.611 -3.130 -5.149 0.493
H -0.038271 2.050628 0.976173 0.197 -0.383 -0.241 0.392
H -1.257325 1.069120 1.478146 0.102 -0.081 -0.177 0.385
H 1.601790 -0.077088 -1.120324 0.129 -0.093 0.324 0.420
H 1.988703 0.471087 0.537856 0.185 -0.348 -0.179 0.404
```
Forces are in eV/Å.

As for the charge: 0. Its energy relative to the best compared isomer or geometry (same formula, charge and spin) is 604.31 kJ/mol. The calculation puts the HOMO energy (spin up / spin down) at -8.5 / -8.8 eV. As for the LUMO energy (spin up / spin down): -1.1 / -1.2 eV. The calculation puts the HOMO-LUMO gap (spin up / spin down) at 7.41 / 7.53 eV. As for the energy: -8204.612 eV.

***

DFT (ωB97M-V/def2-TZVPD) results for CH6N2O2S in the gas phase in a non-equilibrium geometry.

XYZ file:
```
12
Properties=species:S:1:pos:R:3:forces:R:3:nbo_charge:R:1
C -0.922239 -0.117860 -0.786303 3.084 -1.055 2.376 0.073
N -0.120877 -0.930633 -1.627109 0.026 -0.132 -3.071 -0.876
N 0.501319 0.947976 1.971775 4.170 -2.506 0.983 -1.077
O 1.189951 -1.045826 0.613737 0.858 0.603 0.160 -0.954
O -0.065149 0.997273 -0.335262 1.149 0.360 -0.193 -0.758
S 1.274236 0.416306 0.525078 -2.793 -0.174 1.625 1.654
H 0.654213 -1.538999 -1.354004 -1.078 0.575 0.871 0.410
H -1.694052 0.365822 -1.306321 -1.152 0.407 -0.579 0.195
H -1.205964 -0.592943 0.200801 -0.239 -0.059 -1.607 0.194
H 0.260678 -0.368477 -2.427012 -0.942 -0.717 0.971 0.361
H 0.323514 0.346452 2.771681 0.457 -0.194 -0.578 0.399
H -0.195629 1.520907 1.752938 -3.541 2.892 -0.959 0.379
```
Forces are in eV/Å.

As for the charge: 0. Its energy relative to the best compared isomer or geometry (same formula, charge and spin) is 95.04 kJ/mol. The calculation puts the HOMO energy at -9.4 eV. As for the LUMO energy: 0.9 eV. The calculation puts the HOMO-LUMO gap at 10.23 eV. As for the energy: -19042.912 eV.